1.
Density functional theory data (the ωB97M-V functional and the def2-TZVPD basis) for C44H47BrN3O4P2RbSe2 as an isolated structure in a non-equilibrium geometry.

Last column: Löwdin charge in e.
Element x y z (Å)
Rb: -0.539 0.198 0.540  0.73
C: 0.802 -0.042 -5.576  -0.40
Se: 0.821 -0.122 -3.597  0.89
C: -0.818 0.907 -3.344  -0.58
C: -0.608 2.387 -3.566  -0.56
Se: -0.022 3.305 -1.885  1.02
C: 0.784 4.819 -2.857  -0.38
H: -0.025 -0.642 -5.946  0.00
H: 1.748 -0.431 -5.947  0.00
H: 0.680 0.994 -5.887  0.00
H: -1.175 0.700 -2.333  0.02
H: -1.536 0.475 -4.046  0.06
H: -1.542 2.851 -3.902  0.06
H: 0.154 2.565 -4.331  0.03
H: 0.056 5.228 -3.558  0.01
H: 1.678 4.488 -3.386  0.01
H: 1.044 5.555 -2.104  0.00
C: -0.179 -0.878 4.541  -0.20
N: 0.282 -1.088 3.188  -0.03
C: 0.669 -2.280 2.902  -0.16
C: 1.123 -2.740 1.651  -0.38
C: 1.478 -4.076 1.353  -0.12
C: 1.805 -4.101 0.007  -0.13
C: 1.645 -2.781 -0.442  -0.25
N: 1.237 -1.970 0.526  -0.09
C: -1.332 -1.771 4.936  -0.22
C: -2.281 -2.137 3.987  -0.02
C: -3.338 -2.957 4.332  -0.08
C: -3.473 -3.415 5.632  -0.11
C: -2.535 -3.053 6.583  -0.11
C: -1.470 -2.240 6.236  -0.06
H: -0.508 0.167 4.624  0.11
H: 0.644 -1.022 5.263  0.11
H: 0.652 -3.062 3.687  0.14
H: 1.478 -4.910 2.038  0.09
H: 2.096 -4.961 -0.580  0.08
H: 1.831 -2.398 -1.440  0.08
H: -2.169 -1.784 2.970  0.10
H: -4.060 -3.243 3.582  0.10
H: -4.303 -4.054 5.905  0.09
H: -2.627 -3.413 7.600  0.09
H: -0.736 -1.972 6.986  0.10
O: -4.980 0.332 -0.466  -0.01
C: -4.007 -0.411 -0.406  -0.80
O: -2.796 -0.154 -0.651  -0.34
C: -4.182 -1.899 -0.004  -0.24
P: -2.430 -2.445 -0.205  1.04
C: -2.688 -4.281 0.085  -0.35
C: -1.724 -4.973 0.809  -0.09
C: -1.868 -6.324 1.074  -0.09
C: -2.992 -7.003 0.637  -0.12
C: -3.949 -6.331 -0.103  -0.11
C: -3.790 -4.988 -0.387  -0.10
C: -2.247 -2.687 -2.010  -0.33
C: -3.072 -2.108 -2.966  -0.08
C: -2.838 -2.321 -4.313  -0.10
C: -1.775 -3.106 -4.725  -0.12
C: -0.933 -3.670 -3.779  -0.10
C: -1.167 -3.460 -2.434  -0.09
H: -4.957 -2.414 -0.578  0.08
H: -4.443 -1.969 1.058  0.08
H: -0.841 -4.446 1.148  0.07
H: -1.101 -6.850 1.624  0.09
H: -3.130 -8.052 0.872  0.09
H: -4.823 -6.858 -0.466  0.09
H: -4.531 -4.487 -0.996  0.09
H: -3.890 -1.472 -2.661  0.10
H: -3.489 -1.868 -5.050  0.10
H: -1.591 -3.259 -5.782  0.09
H: -0.085 -4.269 -4.087  0.10
H: -0.490 -3.869 -1.698  0.09
Br: -0.052 8.615 4.021  0.66
C: -0.037 6.715 3.805  -0.66
C: -0.087 5.916 4.934  -0.23
N: -0.092 4.598 4.850  0.06
C: -0.053 4.039 3.650  -0.08
C: 0.016 4.763 2.463  -0.08
C: 0.022 6.150 2.548  -0.06
C: 0.108 4.049 1.092  -0.72
O: 0.558 4.753 0.168  -0.14
O: -0.247 2.872 1.061  -0.19
H: -0.124 6.345 5.928  0.09
H: -0.080 2.957 3.625  0.11
H: 0.070 6.741 1.644  0.11
C: 4.081 0.871 -0.898  -0.29
P: 2.698 0.529 0.299  0.90
C: 2.903 2.083 1.278  -0.28
C: 3.577 -0.622 1.414  -0.39
C: 3.418 -0.527 2.792  -0.11
C: 3.984 -1.463 3.636  -0.10
C: 4.706 -2.523 3.118  -0.11
C: 4.859 -2.636 1.746  -0.10
C: 4.302 -1.694 0.903  -0.11
H: 4.146 0.065 -1.625  0.02
H: 5.040 0.995 -0.395  0.04
H: 3.822 1.786 -1.428  0.03
H: 3.913 2.194 1.675  0.05
H: 2.178 2.089 2.086  0.02
H: 2.664 2.914 0.618  0.03
H: 2.814 0.266 3.202  0.09
H: 3.835 -1.382 4.705  0.09
H: 5.131 -3.266 3.780  0.09
H: 5.395 -3.481 1.335  0.09
H: 4.398 -1.811 -0.168  0.10

Net charge = -2
Relative energy (zero: lowest compared OMol25 entry of this formula, charge and spin) = 106.04 kJ/mol
Strongest force on any atom = 1.4 eV Å⁻¹
HOMO-LUMO gap = 5.998 eV
E = -10253.885357 Eh

2.
Density functional theory data (the ωB97M-V functional and the def2-TZVPD basis) for C3H7NO2 as an isolated structure in a non-equilibrium geometry.

Last column: Löwdin charge in e.
Element x y z (Å)
C: 1.095 0.510 -0.063  -0.06
C: 1.830 -0.769 0.124  -0.14
C: -0.947 0.560 0.015  -0.48
O: -0.920 -0.618 0.334  0.05
O: -2.804 -0.854 0.490  -0.08
N: -1.463 1.535 -0.499  0.18
H: -2.907 -1.268 -0.384  0.03
H: -2.314 1.986 -0.194  0.09
H: 1.130 0.946 -1.056  0.08
H: 1.177 1.245 0.732  0.09
H: 1.638 -1.208 1.102  0.08
H: 1.577 -1.493 -0.650  0.08
H: 2.908 -0.571 0.049  0.08

Relative energy (zero: lowest compared OMol25 entry of this formula, charge and spin) = 635.71 kJ/mol
Strongest force on any atom = 1.7 eV Å⁻¹
HOMO-LUMO gap (spin up / spin down) = 8.772 / 8.550 eV
E = -323.538838 Eh

3.
Density functional theory data (the ωB97M-V functional and the def2-TZVPD basis) for a 2-piece molecular cluster, C18H35F2N6O4 overall.

Last column: Löwdin charge in e.
Element x y z (Å)
C: 0.425 2.024 4.047  -0.09
C: 1.771 1.431 3.584  -0.22
C: 1.821 -0.091 3.609  -0.19
N: 1.197 -0.711 2.427  0.03
N: 1.968 -0.515 1.266  -0.06
C: 3.234 -1.242 1.055  -0.10
C: 3.261 -2.137 -0.189  -0.16
C: 1.954 -2.895 -0.497  -0.43
C: 1.774 -3.029 -2.011  -0.07
C: 1.955 -4.283 0.156  -0.07
C: 1.511 0.321 0.358  -0.23
N: 2.180 0.614 -0.784  0.28
C: 1.418 1.444 -1.436  -0.28
N: 1.664 1.997 -2.688  0.17
C: 0.572 1.768 -3.620  -0.44
O: 0.300 0.753 -4.132  0.25
F: -0.130 2.897 -3.757  0.17
C: 2.989 1.897 -3.191  -0.47
O: 3.962 1.949 -2.555  0.24
F: 2.935 1.755 -4.514  0.18
N: 0.291 1.729 -0.787  0.25
N: 0.341 0.993 0.375  -0.02
O: -0.663 1.067 1.252  -0.03
C: -1.767 0.154 0.922  -0.08
C: -2.978 0.923 0.371  -0.32
C: -3.140 0.732 -1.151  -0.05
C: -4.267 0.622 1.180  -0.39
C: -5.187 1.860 1.279  -0.05
C: -5.036 -0.591 0.638  -0.07
H: -0.325 1.245 4.198  0.07
H: 0.019 2.719 3.309  0.06
H: 0.546 2.586 4.973  0.07
H: 2.028 1.810 2.589  0.10
H: 2.571 1.785 4.239  0.11
H: 1.254 -0.454 4.472  0.13
H: 2.855 -0.436 3.744  0.11
H: 1.147 -1.717 2.566  0.13
H: 4.059 -0.526 1.023  0.13
H: 3.371 -1.840 1.959  0.13
H: 4.055 -2.874 -0.031  0.12
H: 3.560 -1.542 -1.052  0.10
H: 1.092 -2.339 -0.104  0.11
H: 2.570 -3.653 -2.430  0.09
H: 0.823 -3.504 -2.256  0.08
H: 1.820 -2.057 -2.511  0.06
H: 1.866 -4.235 1.245  0.07
H: 1.125 -4.888 -0.220  0.08
H: 2.878 -4.813 -0.097  0.09
H: -0.457 2.370 -1.010  0.19
H: -1.384 -0.585 0.213  0.13
H: -1.991 -0.361 1.857  0.13
H: -2.743 1.981 0.541  0.13
H: -2.737 -0.226 -1.491  0.08
H: -4.184 0.779 -1.462  0.08
H: -2.626 1.519 -1.715  0.06
H: -3.958 0.365 2.198  0.12
H: -5.251 2.222 2.306  0.08
H: -6.199 1.638 0.935  0.08
H: -4.813 2.690 0.674  0.08
H: -5.706 -0.984 1.406  0.09
H: -4.379 -1.402 0.311  0.08
H: -5.663 -0.311 -0.212  0.08
O: -0.090 0.981 -7.343  -0.05
H: 0.375 0.719 -6.543  0.00
H: 0.138 1.905 -7.484  0.04

Net charge = +1
Strongest force on any atom = 0.7 eV Å⁻¹
HOMO-LUMO gap = 9.785 eV
E = -1535.764272 Eh

4.
Density functional theory data (the ωB97M-V functional and the def2-TZVPD basis) for an isolated ion of composition C5H8N and charge +1 in a non-equilibrium geometry.

Last column: Löwdin charge in e.
Element x y z (Å)
C: 1.833 -0.450 0.950  0.05
C: 0.556 0.233 0.774  -0.24
N: 0.096 1.448 0.808  0.24
C: -1.381 1.122 0.810  -0.01
C: -0.721 0.024 0.091  -0.14
C: -0.970 -0.598 -1.208  0.02
H: 1.406 -1.171 1.710  0.14
H: 2.510 0.255 1.372  0.10
H: 2.121 -1.079 0.068  0.13
H: -1.903 1.997 0.333  0.16
H: -1.598 0.723 1.848  0.16
H: -0.514 -1.565 -1.038  0.10
H: -0.416 -0.063 -2.082  0.16
H: -2.048 -0.509 -1.524  0.13

Net charge = +1
Relative energy (zero: lowest compared OMol25 entry of this formula, charge and spin) = 374.04 kJ/mol
Strongest force on any atom = 2.5 eV Å⁻¹
HOMO-LUMO gap = 10.540 eV
E = -249.682680 Eh

5.
Density functional theory data (the ωB97M-V functional and the def2-TZVPD basis) for an isolated molecule of C4H9NO2 in a non-equilibrium geometry.

Last column: Löwdin charge in e.
Element x y z (Å)
C: -2.386 0.453 -0.385  -0.12
N: -1.698 -0.711 0.185  -0.16
C: -0.801 -0.410 1.246  -0.10
C: 0.710 -0.188 0.346  -0.33
O: 0.575 -0.663 -0.769  0.02
O: 1.925 0.325 0.625  -0.04
C: 2.863 0.213 -0.504  -0.04
H: -2.539 1.257 0.352  0.07
H: -3.378 0.175 -0.762  0.07
H: -1.812 0.871 -1.222  0.08
H: -0.968 -1.013 -0.515  0.07
H: -0.657 -1.296 1.881  0.10
H: -1.150 0.423 1.876  0.10
H: 3.782 0.723 -0.206  0.09
H: 2.453 0.677 -1.408  0.09
H: 3.080 -0.835 -0.739  0.09

Relative energy (zero: lowest compared OMol25 entry of this formula, charge and spin) = 262.39 kJ/mol
Strongest force on any atom = 1.7 eV Å⁻¹
HOMO-LUMO gap = 9.864 eV
E = -362.985597 Eh